# C2H2ClP

A single C2H2ClP molecule (wB97M-V/def2-TZVPD, OMol25).

Its spin multiplicity is 1. Its electronic energy is -23912.95075 eV. Its HOMO-LUMO gap is 0.257 hartree. The largest force on an atom is 5.56 eV/A.

```
6
Properties=species:S:1:pos:R:3:lowdin_charge:R:1
C 0.3940 -0.1156 0.2295 -1.000
C -0.4275 0.0314 -0.9038 -0.089
P 1.6988 -0.6692 1.6722 0.510
Cl -0.1073 0.7364 1.6117 0.510
H -1.3060 0.5304 -0.7176 -0.006
H -0.2520 -0.5134 -1.8920 0.076
```